P) Density functional theory data (ωB97M-V/def2-TZVPD) for a 3-piece molecular cluster, C5H12O2 overall.

CARTESIAN COORDINATES (ANGSTROEM)
C: 0.294 -0.329 2.453
C: 0.148 -0.163 1.137
C: 0.523 -1.145 0.084
C: -0.405 -1.537 -0.806
C: -0.138 -2.733 -1.721
H: 0.125 0.523 3.098
H: 0.928 -1.094 2.897
H: -0.174 0.822 0.802
H: 1.562 -1.469 0.130
H: -1.107 -0.758 -1.091
H: -1.006 -3.373 -1.828
H: 0.568 -3.312 -1.114
H: 0.349 -2.391 -2.635
O: -2.335 3.746 0.084
H: -3.308 3.800 0.120
H: -2.175 3.402 -0.805
O: 2.080 1.946 -0.638
H: 1.775 1.302 -0.001
H: 2.295 2.762 -0.167

The highest occupied orbital energy is -9.02 eV. The value obtained for the HOMO-LUMO gap is 9.8 eV. As for the net charge: 0.

Listed below, in e, are the natural (NBO) charges computed for each atom: number 1, C, carries -0.39; number 2, C, carries -0.23; number 3, C, carries -0.25; number 4, C, carries -0.14; number 5, C, carries -0.65; number 6, H, carries 0.20; number 7, H, carries 0.19; number 8, H, carries 0.21; number 9, H, carries 0.21; number 10, H, carries 0.20; number 11, H, carries 0.22; number 12, H, carries 0.21; number 13, H, carries 0.22; number 14, O, carries -0.94; number 15, H, carries 0.47; number 16, H, carries 0.47; number 17, O, carries -0.95; number 18, H, carries 0.47; number 19, H, carries 0.47

Q) Density functional theory data (ωB97M-V/def2-TZVPD) for one molecule with the formula C5H12O2.

CARTESIAN COORDINATES (ANGSTROEM)
C: -1.056 2.022 0.296
O: -0.802 0.722 -0.197
C: 0.295 0.035 0.407
C: 0.120 -0.138 1.912
C: 0.410 -1.313 -0.299
C: 0.735 -1.221 -1.788
O: -0.332 -0.725 -2.562
H: -0.181 2.444 0.805
H: -1.902 2.017 0.996
H: -1.306 2.667 -0.552
H: 1.211 0.623 0.217
H: -0.809 -0.677 2.128
H: 0.096 0.822 2.438
H: 0.958 -0.714 2.317
H: -0.536 -1.855 -0.172
H: 1.193 -1.894 0.205
H: 1.647 -0.610 -1.920
H: 0.964 -2.222 -2.171
H: -0.705 0.016 -2.062

The highest occupied orbital energy is -9.89 eV. The value obtained for the HOMO-LUMO gap is 10.9 eV. As for the net charge: 0.

Listed below, in e, are the natural (NBO) charges computed for each atom: number 1, C, carries -0.25; number 2, O, carries -0.57; number 3, C, carries 0.11; number 4, C, carries -0.64; number 5, C, carries -0.44; number 6, C, carries -0.05; number 7, O, carries -0.73; number 8, H, carries 0.17; number 9, H, carries 0.18; number 10, H, carries 0.19; number 11, H, carries 0.16; number 12, H, carries 0.21; number 13, H, carries 0.21; number 14, H, carries 0.22; number 15, H, carries 0.21; number 16, H, carries 0.21; number 17, H, carries 0.15; number 18, H, carries 0.18; number 19, H, carries 0.49

R) Density functional theory data (ωB97M-V/def2-TZVPD) for a 2-piece molecular cluster, C5H12O2 overall.

CARTESIAN COORDINATES (ANGSTROEM)
C: -2.381 -1.556 0.844
C: -1.679 -0.187 0.835
C: -0.241 -0.250 0.368
C: 0.729 0.651 0.558
C: 2.121 0.230 0.924
O: 3.183 0.975 0.312
H: -3.452 -1.361 0.790
H: -2.235 -2.142 1.742
H: -2.114 -2.159 -0.024
H: -1.704 0.148 1.869
H: -2.242 0.456 0.148
H: 0.128 -1.276 0.258
H: 0.400 1.655 0.820
H: 2.250 -0.839 0.718
H: 2.216 0.413 1.993
H: 3.077 0.880 -0.639
O: 0.360 1.480 -4.132
H: 1.117 2.054 -3.966
H: 0.465 0.830 -3.418

The highest occupied orbital energy is -9.58 eV. The value obtained for the HOMO-LUMO gap is 10.1 eV. As for the net charge: 0.

Listed below, in e, are the natural (NBO) charges computed for each atom: number 1, C, carries -0.60; number 2, C, carries -0.45; number 3, C, carries -0.16; number 4, C, carries -0.23; number 5, C, carries -0.09; number 6, O, carries -0.72; number 7, H, carries 0.21; number 8, H, carries 0.21; number 9, H, carries 0.20; number 10, H, carries 0.22; number 11, H, carries 0.22; number 12, H, carries 0.17; number 13, H, carries 0.20; number 14, H, carries 0.17; number 15, H, carries 0.19; number 16, H, carries 0.46; number 17, O, carries -0.93; number 18, H, carries 0.46; number 19, H, carries 0.47

S) Density functional theory data (ωB97M-V/def2-TZVPD) for a 2-piece molecular cluster, C5H12O2 overall.

CARTESIAN COORDINATES (ANGSTROEM)
C: -1.425 -0.227 -2.230
C: -1.684 0.072 -0.755
C: -0.422 0.346 0.020
C: -0.023 -0.270 1.126
C: 1.097 0.140 2.016
O: 0.681 -0.151 3.373
H: -2.290 -0.620 -2.764
H: -1.122 0.673 -2.759
H: -0.628 -0.968 -2.308
H: -2.346 0.925 -0.630
H: -2.120 -0.804 -0.267
H: -0.087 1.393 -0.008
H: -0.416 -1.275 1.296
H: 2.020 -0.399 1.812
H: 1.196 1.227 1.964
H: 1.071 0.520 3.937
O: 2.283 -0.285 -0.904
H: 1.581 0.323 -1.179
H: 2.634 -0.619 -1.739

The highest occupied orbital energy is -9.43 eV. The value obtained for the HOMO-LUMO gap is 10.2 eV. As for the net charge: 0.

Listed below, in e, are the natural (NBO) charges computed for each atom: number 1, C, carries -0.60; number 2, C, carries -0.43; number 3, C, carries -0.22; number 4, C, carries -0.15; number 5, C, carries -0.10; number 6, O, carries -0.73; number 7, H, carries 0.21; number 8, H, carries 0.20; number 9, H, carries 0.21; number 10, H, carries 0.21; number 11, H, carries 0.20; number 12, H, carries 0.18; number 13, H, carries 0.19; number 14, H, carries 0.20; number 15, H, carries 0.17; number 16, H, carries 0.47; number 17, O, carries -0.94; number 18, H, carries 0.47; number 19, H, carries 0.47

Short version: Q), S), R), P), most stable first.

P) Density functional theory data (ωB97M-V/def2-TZVPD) for a 2-piece molecular cluster, C5H12O2 overall.

CARTESIAN COORDINATES (ANGSTROEM)
C: 2.338 0.930 -1.347
C: 1.790 0.791 0.066
C: 0.500 0.080 0.168
C: -0.486 0.312 1.050
C: -1.357 -0.701 1.751
O: -2.587 -1.048 1.090
H: 3.229 1.551 -1.356
H: 2.564 -0.051 -1.756
H: 1.602 1.421 -1.975
H: 2.575 0.485 0.748
H: 1.553 1.814 0.411
H: 0.196 -0.755 -0.473
H: -0.512 1.301 1.524
H: -0.856 -1.658 1.822
H: -1.495 -0.314 2.757
H: -3.184 -0.350 1.385
O: -2.100 -0.953 -2.192
H: -2.054 -1.052 -1.225
H: -1.717 -1.801 -2.450

The highest occupied orbital energy is -9.17 eV. The value obtained for the HOMO-LUMO gap is 9.9 eV. As for the net charge: 0.

Listed below, in e, are the natural (NBO) charges computed for each atom: number 1, C, carries -0.60; number 2, C, carries -0.45; number 3, C, carries -0.13; number 4, C, carries -0.24; number 5, C, carries -0.11; number 6, O, carries -0.72; number 7, H, carries 0.21; number 8, H, carries 0.20; number 9, H, carries 0.21; number 10, H, carries 0.22; number 11, H, carries 0.21; number 12, H, carries 0.19; number 13, H, carries 0.18; number 14, H, carries 0.18; number 15, H, carries 0.18; number 16, H, carries 0.47; number 17, O, carries -0.94; number 18, H, carries 0.48; number 19, H, carries 0.46

Q) Density functional theory data (ωB97M-V/def2-TZVPD) for a 3-piece molecular cluster, C5H12O2 overall.

CARTESIAN COORDINATES (ANGSTROEM)
C: -0.624 1.146 1.701
C: -0.530 1.748 0.516
C: 0.471 1.298 -0.489
C: -0.081 0.772 -1.813
C: -1.376 0.793 -2.093
H: -1.272 1.241 2.532
H: -0.134 0.164 1.679
H: -1.173 2.562 0.219
H: 1.204 0.555 -0.160
H: 1.036 2.185 -0.797
H: 0.617 0.456 -2.547
H: -1.702 0.522 -3.081
H: -2.183 0.970 -1.395
O: 0.768 -2.557 2.590
H: 0.194 -2.442 3.350
H: 1.596 -2.087 2.756
O: 1.330 -2.414 -1.244
H: 1.396 -2.909 -0.422
H: 0.464 -2.003 -1.300

The highest occupied orbital energy is -9.68 eV. The value obtained for the HOMO-LUMO gap is 10.3 eV. As for the net charge: 0.

Listed below, in e, are the natural (NBO) charges computed for each atom: number 1, C, carries -0.40; number 2, C, carries -0.16; number 3, C, carries -0.49; number 4, C, carries -0.16; number 5, C, carries -0.42; number 6, H, carries 0.20; number 7, H, carries 0.19; number 8, H, carries 0.20; number 9, H, carries 0.23; number 10, H, carries 0.22; number 11, H, carries 0.21; number 12, H, carries 0.19; number 13, H, carries 0.20; number 14, O, carries -0.95; number 15, H, carries 0.48; number 16, H, carries 0.48; number 17, O, carries -0.96; number 18, H, carries 0.48; number 19, H, carries 0.48

Short version: P), Q), most stable first.